(1)
A cluster of 4 separate species, C20H48N3O4P in total. Source: the OMol25 dataset; level of theory: wB97M-V/def2-TZVPD.

Element x y z (Å)
1 C 1.51 1.52 1.62
2 C 0.76 1.89 0.46
3 C -0.33 2.35 -0.72
4 C -1.85 2.05 -0.17
5 C -3.05 2.77 -1.03
6 P -4.69 2.41 -0.11
7 C -4.99 4.23 0.37
8 C -6.23 1.97 0.99
9 C -7.22 0.84 0.28
10 O -8.50 0.84 0.70
11 H 2.09 1.36 2.65
12 H -0.12 3.47 -1.00
13 H -0.17 1.71 -1.69
14 H -1.93 2.47 0.94
15 H -1.97 0.87 -0.11
16 H -3.09 2.20 -2.07
17 H -2.86 3.90 -1.29
18 H -3.94 1.50 0.76
19 H -5.35 1.90 -1.32
20 H -4.11 4.97 0.14
21 H -6.02 4.60 -0.11
22 H -5.15 4.27 1.55
23 H -6.84 2.91 1.32
24 H -5.82 1.47 1.99
25 H -6.81 0.09 -0.52
26 C -3.92 -3.04 0.15
27 O -3.36 -2.03 0.97
28 C -2.99 -2.47 2.28
29 C -1.62 -3.19 2.35
30 C -1.66 -4.62 1.81
31 N -0.58 -2.43 1.63
32 H -4.51 -3.76 0.72
33 H -3.12 -3.55 -0.40
34 H -4.57 -2.56 -0.59
35 H -2.92 -1.56 2.89
36 H -3.79 -3.08 2.72
37 H -1.33 -3.24 3.40
38 H -1.68 -4.66 0.72
39 H -0.76 -5.16 2.14
40 H -2.53 -5.16 2.19
41 H -0.49 -1.51 2.05
42 H -0.95 -2.23 0.69
43 C 5.91 2.41 2.65
44 O 5.41 3.64 2.14
45 C 6.24 4.25 1.14
46 C 6.06 3.66 -0.28
47 C 6.74 2.30 -0.46
48 N 4.64 3.54 -0.64
49 H 7.01 2.40 2.70
50 H 5.55 1.58 2.04
51 H 5.52 2.28 3.66
52 H 5.94 5.30 1.11
53 H 7.29 4.24 1.45
54 H 6.54 4.35 -0.98
55 H 6.18 1.48 -0.01
56 H 6.83 2.07 -1.53
57 H 7.75 2.31 -0.04
58 H 4.22 4.47 -0.61
59 H 4.18 3.04 0.13
60 C -0.02 -3.80 -3.77
61 O 0.06 -4.10 -2.39
62 C 1.37 -4.47 -1.94
63 C 2.31 -3.28 -1.67
64 C 2.87 -2.65 -2.94
65 N 1.65 -2.24 -0.87
66 H 0.66 -4.42 -4.37
67 H 0.19 -2.74 -3.94
68 H -1.04 -3.98 -4.10
69 H 1.21 -5.00 -0.99
70 H 1.82 -5.20 -2.63
71 H 3.17 -3.66 -1.10
72 H 2.15 -2.01 -3.45
73 H 3.74 -2.01 -2.70
74 H 3.21 -3.41 -3.65
75 H 1.37 -2.65 0.03
76 H 0.76 -2.02 -1.32

## Properties
Charge ... 0
Maximum force ... 0.191 Eh/bohr
Gap between HOMO and LUMO ... 8.76 eV


(2)
A structure of composition C4H6ORu. Source: the OMol25 dataset; level of theory: wB97M-V/def2-TZVPD.

Element x y z (Å)
1 C -0.58 1.52 0.70
2 C -1.09 0.16 0.59
3 C -0.01 -0.74 0.46
4 C 0.48 -1.06 -0.87
5 O 1.62 -0.78 -1.23
6 Ru 2.71 -0.83 -2.81
7 H -0.72 1.94 1.70
8 H -1.01 2.17 -0.07
9 H -1.83 -0.12 1.35
10 H 0.65 1.01 0.62
11 H -0.04 -1.63 1.11
12 H -0.17 -1.63 -1.56

## Properties
Expectation value of S² ... 12.011
Charge ... +2
2S+1 ... 7
Maximum force ... 0.085 Eh/bohr
Energy above the lowest of the compared OMol25 structures with the same formula, charge and spin ... 0.0 kcal/mol
Gap between HOMO and LUMO (spin up / spin down) ... 4.74 / 6.95 eV


(3)
A cluster of 2 separate species, C2H8N4O in total. Source: the OMol25 dataset; level of theory: wB97M-V/def2-TZVPD.

Element x y z (Å)
1 H -0.01 1.73 -2.18
2 N -0.45 1.00 -1.63
3 C 0.07 -0.11 -1.98
4 N -0.36 -1.32 -1.51
5 H 0.84 -0.20 -2.74
6 H -0.93 -1.32 -0.67
7 H 0.35 -2.04 -1.51
8 N -0.82 0.92 2.01
9 C -0.09 -0.18 1.55
10 N 1.15 0.15 1.05
11 O -0.52 -1.31 1.56
12 H -0.82 1.66 1.32
13 H -1.76 0.63 2.21
14 H 1.81 -0.61 1.10
15 H 1.53 1.00 1.44

## Properties
Charge ... 0
Maximum force ... 0.016 Eh/bohr
Energy above the lowest of the compared OMol25 structures with the same formula, charge and spin ... 0.0 kcal/mol
Gap between HOMO and LUMO ... 10.06 eV


(4)
A structure of composition C9H21NO8Zn. Source: the OMol25 dataset; level of theory: wB97M-V/def2-TZVPD.

Element x y z (Å)
1 Zn -2.04 -11.92 -9.05
2 O -3.68 -15.50 -9.45
3 C -3.16 -14.27 -9.43
4 O -2.37 -13.90 -8.51
5 O -3.46 -13.32 -10.20
6 H -3.23 -15.96 -8.73
7 O 1.58 -10.93 -8.33
8 C 0.33 -11.36 -8.52
9 O -0.66 -10.97 -7.84
10 O 0.04 -12.17 -9.43
11 H 2.08 -11.52 -8.91
12 C -1.55 -13.41 -5.33
13 C -2.73 -13.08 -4.43
14 C -2.57 -13.65 -3.04
15 O -2.75 -11.65 -4.41
16 H -1.41 -14.49 -5.36
17 H -0.62 -12.93 -5.00
18 H -1.74 -13.11 -6.36
19 H -3.62 -13.45 -4.95
20 H -2.58 -14.74 -3.01
21 H -3.34 -13.28 -2.36
22 H -1.60 -13.37 -2.64
23 H -3.53 -11.37 -3.93
24 C -3.14 -8.40 -11.00
25 C -2.63 -9.32 -9.90
26 C -3.77 -9.61 -8.86
27 O -3.57 -10.86 -8.21
28 C -4.57 -11.21 -7.26
29 N -2.21 -10.59 -10.57
30 H -3.91 -8.85 -11.63
31 H -2.38 -8.07 -11.71
32 H -3.46 -7.41 -10.64
33 H -1.77 -8.83 -9.45
34 H -4.77 -9.52 -9.31
35 H -3.79 -8.90 -8.04
36 H -4.51 -10.61 -6.35
37 H -4.44 -12.25 -6.99
38 H -5.51 -11.07 -7.80
39 H -1.43 -10.33 -11.18
40 H -2.89 -10.74 -11.32

## Properties
Charge ... 0
Maximum force ... 0.083 Eh/bohr
Gap between HOMO and LUMO ... 9.19 eV


(5)
A cluster of 5 separate species, C20H37BrCl12FNO2P in total. Source: the OMol25 dataset; level of theory: wB97M-V/def2-TZVPD.

Element x y z (Å)
1 C 3.23 -2.86 0.93
2 C 2.85 -2.91 -0.56
3 P 3.86 -1.75 -1.60
4 C 4.01 -2.62 -3.22
5 C 2.78 -0.26 -2.06
6 C 3.37 1.09 -1.59
7 Br 5.27 1.12 -2.10
8 O 3.32 1.30 -0.23
9 C 2.25 0.65 0.43
10 C 1.03 0.40 -0.42
11 C -0.05 -0.23 0.45
12 C -1.24 -0.87 -0.31
13 C -2.50 0.01 -0.36
14 C -3.69 -0.75 0.24
15 C -4.96 0.09 0.27
16 C -5.78 0.11 -1.03
17 C -5.93 -1.23 -1.74
18 C -7.36 -1.52 -2.20
19 O -8.11 -2.14 -1.17
20 C -8.01 -3.54 -1.17
21 N 1.36 -0.42 -1.62
22 F 0.55 0.06 -2.66
23 H 3.53 -3.84 1.30
24 H 2.38 -2.50 1.50
25 H 4.02 -2.13 1.10
26 H 1.76 -2.84 -0.67
27 H 3.10 -3.90 -0.93
28 H 3.03 -2.98 -3.54
29 H 4.70 -3.46 -3.12
30 H 4.35 -1.92 -3.97
31 H 2.75 -0.21 -3.14
32 H 2.97 1.92 -2.17
33 H 1.92 1.31 1.23
34 H 2.56 -0.29 0.91
35 H 0.66 1.35 -0.80
36 H 0.37 -0.91 1.19
37 H -0.47 0.59 1.03
38 H -1.51 -1.76 0.26
39 H -0.96 -1.24 -1.30
40 H -2.38 0.91 0.23
41 H -2.74 0.26 -1.39
42 H -3.80 -1.72 -0.23
43 H -3.41 -0.95 1.28
44 H -5.58 -0.17 1.12
45 H -4.64 1.12 0.46
46 H -6.77 0.48 -0.78
47 H -5.34 0.87 -1.68
48 H -5.66 -2.06 -1.09
49 H -5.25 -1.27 -2.59
50 H -7.87 -0.60 -2.49
51 H -7.30 -2.18 -3.06
52 H -8.73 -3.92 -0.45
53 H -8.23 -3.98 -2.15
54 H -7.02 -3.90 -0.86
55 H 1.08 -1.40 -1.52
56 C 2.10 0.21 4.76
57 Cl 3.34 1.18 3.97
58 Cl 0.51 0.95 4.55
59 Cl 2.11 -1.44 4.12
60 H 2.32 0.16 5.82
61 C -0.55 4.70 -0.78
62 Cl -1.76 3.49 -0.35
63 Cl -0.61 6.08 0.32
64 Cl 1.05 3.95 -0.80
65 H -0.77 5.06 -1.78
66 C 4.10 6.90 0.80
67 Cl 4.69 8.11 -0.34
68 Cl 2.34 6.73 0.68
69 Cl 4.89 5.34 0.53
70 H 4.34 7.24 1.80
71 C 6.79 -0.12 4.91
72 Cl 6.97 -1.24 3.56
73 Cl 5.66 -0.77 6.11
74 Cl 8.34 0.24 5.65
75 H 6.37 0.80 4.53

## Properties
Charge ... +1
Maximum force ... 0.027 Eh/bohr
Gap between HOMO and LUMO ... 8.48 eV


(6)
A structure of composition C28H26BCrN5O8S. Source: the OMol25 dataset; level of theory: wB97M-V/def2-TZVPD.

Element x y z (Å)
1 Cr -0.19 -0.20 -0.23
2 C -0.82 1.84 2.09
3 C -0.44 0.52 2.27
4 C -1.44 -0.31 1.65
5 C -2.47 0.58 1.18
6 C -2.08 1.88 1.44
7 H -0.24 2.70 2.40
8 H 0.43 0.18 2.81
9 H -1.64 -1.34 1.91
10 H -3.39 0.26 0.71
11 H -2.61 2.77 1.13
12 N -4.08 0.99 -4.07
13 C -3.61 2.24 -3.82
14 O -4.12 3.24 -4.30
15 C -2.44 2.35 -2.89
16 C -1.77 3.56 -2.78
17 C -0.67 3.64 -1.94
18 C -0.28 2.52 -1.23
19 N -0.94 1.36 -1.32
20 C -2.00 1.28 -2.13
21 H -4.84 0.91 -4.71
22 H -3.59 0.16 -3.78
23 H -2.12 4.40 -3.36
24 H -0.12 4.56 -1.83
25 H 0.57 2.52 -0.57
26 H -2.50 0.32 -2.14
27 O -2.45 -1.74 -1.92
28 B -1.22 -1.74 -1.22
29 O -0.67 -3.04 -1.31
30 C -1.50 -3.77 -2.12
31 C -1.35 -5.06 -2.55
32 C -2.36 -5.56 -3.38
33 C -3.45 -4.78 -3.74
34 C -3.58 -3.47 -3.29
35 C -2.58 -2.99 -2.48
36 H -0.50 -5.66 -2.27
37 H -2.28 -6.58 -3.75
38 H -4.21 -5.20 -4.39
39 H -4.43 -2.85 -3.56
40 N 0.95 -1.88 0.81
41 C 2.33 -2.18 0.53
42 C 2.67 -2.87 -0.62
43 C 4.01 -3.05 -0.95
44 C 5.00 -2.53 -0.13
45 C 4.66 -1.91 1.06
46 C 3.32 -1.73 1.39
47 S 6.70 -2.51 -0.70
48 O 6.78 -1.22 -1.39
49 O 6.81 -3.65 -1.59
50 O 7.50 -2.57 0.51
51 H 0.83 -1.69 1.80
52 H 0.38 -2.69 0.58
53 H 1.89 -3.22 -1.29
54 H 4.30 -3.55 -1.87
55 H 5.45 -1.54 1.70
56 H 3.05 -1.20 2.29
57 C 4.69 1.11 -0.71
58 N 3.58 0.48 -1.42
59 C 3.77 -0.08 -2.67
60 C 2.77 -0.60 -3.39
61 C 1.43 -0.64 -2.83
62 O 0.43 -1.06 -3.41
63 N 1.33 -0.16 -1.54
64 C 2.33 0.43 -0.86
65 O 2.06 0.94 0.25
66 H 4.84 2.13 -1.06
67 H 5.59 0.52 -0.87
68 H 4.44 1.13 0.35
69 H 4.81 -0.10 -3.00
70 H 2.95 -1.04 -4.36

## Properties
Expectation value of S² ... 3.819
Charge ... -1
2S+1 ... 4
Maximum force ... 0.032 Eh/bohr
Energy above the lowest of the compared OMol25 structures with the same formula, charge and spin ... 0.0 kcal/mol
Gap between HOMO and LUMO (spin up / spin down) ... 7.44 / 7.55 eV